A molecular structure, C14H33F6NO14PbS2, computed with ωB97M-V with the def2-TZVPD basis set.

Each line ends with the Löwdin charge.
Positions of all 71 atoms, in Å:
Pb: -9.0966 -4.0623 15.2153  1.73
C: -11.2793 -5.2292 19.2764  -0.64
F: -11.9746 -6.3689 19.2551  0.14
F: -11.6965 -4.4327 20.2330  0.16
F: -10.0227 -5.5877 19.7308  0.08
S: -11.3015 -4.4205 17.6154  0.41
O: -12.6385 -3.9882 17.4303  -0.25
O: -10.2783 -3.3905 17.6901  -0.36
O: -10.9624 -5.5336 16.7456  -0.37
C: -6.9537 0.6036 15.6173  -0.63
F: -6.1516 1.4732 14.9462  0.12
F: -6.4298 0.2846 16.8198  0.13
F: -8.1480 1.1318 15.8409  0.14
S: -7.2901 -0.8961 14.5665  0.56
O: -6.0447 -1.6029 14.3704  -0.29
O: -8.2989 -1.6518 15.3190  -0.45
O: -7.7989 -0.2683 13.3055  -0.32
C: -11.4480 -1.1938 14.8481  -0.06
O: -11.3584 -2.6278 14.7000  -0.31
C: -12.0635 -3.1285 13.6189  -0.25
C: -11.9545 -4.5727 13.5919  -0.21
N: -10.6248 -5.1469 13.3446  -0.12
C: -10.6817 -6.6562 13.4526  -0.14
C: -11.2556 -7.3258 12.1995  -0.21
O: -10.4913 -7.0925 11.0149  -0.21
C: -10.7867 -8.1844 10.1184  -0.09
H: -11.2176 -0.5692 13.9325  0.11
H: -10.7312 -0.9467 15.6866  0.10
H: -12.4641 -0.9429 15.1562  0.09
H: -11.6473 -2.6908 12.6540  0.15
H: -13.0999 -2.8345 13.7807  0.14
H: -12.5341 -5.0382 12.7971  0.12
H: -12.2508 -5.0157 14.5523  0.12
H: -10.1422 -4.9211 12.4892  0.09
H: -11.3465 -6.9324 14.2697  0.12
H: -9.6411 -6.9749 13.7202  0.12
H: -12.2827 -6.9410 11.9991  0.13
H: -11.2710 -8.3587 12.3594  0.09
H: -10.4221 -9.1753 10.5100  0.10
H: -10.1658 -7.9483 9.2742  0.08
H: -11.8854 -8.2719 9.9715  0.10
C: -4.5927 -5.7963 14.4076  -0.17
C: -5.3572 -4.6990 15.0704  -0.23
O: -6.4760 -4.2619 14.2969  -0.16
O: -5.4433 -6.9971 14.3693  -0.08
H: -3.8554 -5.9620 15.2077  0.12
H: -4.1854 -5.5887 13.4202  0.13
H: -4.6605 -3.8554 15.2085  0.14
H: -5.6359 -5.0088 16.0957  0.11
H: -6.3779 -3.3307 14.1082  0.00
H: -5.1489 -7.5253 13.6325  0.09
C: -8.2909 -2.8453 10.9433  -0.18
C: -7.5559 -4.1625 10.5146  -0.23
O: -8.2909 -5.3338 10.7790  -0.08
O: -8.5047 -2.8252 12.3710  -0.14
H: -9.2839 -2.7241 10.4658  0.12
H: -7.6493 -2.0465 10.6045  0.11
H: -6.6054 -4.3486 10.9745  0.11
H: -7.3467 -3.9836 9.4109  0.13
H: -8.9603 -5.5166 10.0878  0.09
H: -8.5806 -1.8964 12.5749  0.02
C: -7.3586 -6.4725 17.5434  -0.22
C: -8.0548 -7.2458 16.4690  -0.21
O: -8.0612 -6.5598 15.1900  -0.19
O: -7.6898 -5.0524 17.5134  -0.14
H: -6.2979 -6.6464 17.3552  0.11
H: -7.7039 -6.9806 18.4876  0.14
H: -9.1229 -7.3415 16.7413  0.12
H: -7.4898 -8.2226 16.4169  0.14
H: -7.2054 -6.6683 14.7653  0.04
H: -8.4716 -4.9148 18.1134  0.07

Its spin multiplicity is 1. The calculation puts the HOMO-LUMO gap at 9.58 eV. The LUMO energy comes out at 0.2 eV.